# 1
Density functional theory data (ωB97M-V/def2-TZVPD) for a 2-piece molecular cluster, C4H13N2O2 overall at a distorted geometry.

Results
* frontier orbital gap: 0.274 Eh
* multiplicity: 1
* M: 121.2 g mol⁻¹
* total charge: -1

Each line ends with the Mulliken charge.
Positions of all 21 atoms, in Å:
N -1.234 -1.695 1.388  -0.787
C -0.667 -0.805 0.357  0.487
C -0.667 0.687 0.741  -0.796
C -0.681 1.604 -0.492  -0.533
O 0.259 1.310 -1.408  -0.847
C 0.742 -1.303 -0.127  -0.780
N 1.026 -2.722 0.173  -0.660
H -2.098 -1.235 1.685  0.287
H -0.657 -1.640 2.224  0.243
H -1.297 -0.906 -0.530  0.231
H -1.561 0.885 1.346  0.252
H 0.277 0.859 1.276  0.263
H -1.728 1.611 -0.884  0.284
H -0.597 2.632 -0.057  0.292
H 0.728 -1.193 -1.188  0.253
H 1.507 -0.631 0.259  0.351
H 1.212 -2.867 1.163  0.269
H 0.187 -3.217 -0.082  0.298
H 1.828 3.387 -2.557  0.240
H 1.329 2.252 -1.568  0.434
O 2.090 2.986 -1.717  -0.782

Cartesian forces (eV/Å) of the 6 atoms listed first:
-0.3 0.4 0.3
0.4 0.1 -0.6
0.4 -0.8 -0.5
-0.2 0.7 0.5
0.1 -0.3 -0.3
-0.8 -0.2 0.9

***

# 2
Density functional theory data (ωB97M-V/def2-TZVPD) for a 10-piece molecular cluster, C30H64O30S6 overall at a distorted geometry.

Results
* frontier orbital gap: 0.362 Eh
* multiplicity: 1
* M: 1097.2 g mol⁻¹
* SMILES: CCOS(C)(=O)=O.CCOS(C)(=O)=O.CCOS(C)(=O)=O.CCOS(C)(=O)=O.CCOS(C)(=O)=O.CCOS(C)(=O)=O.O=C1OCCO1.O=C1OCCO1.O=C1OCCO1.O=C1OCCO1

Each line ends with the Mulliken charge.
Positions of all 130 atoms, in Å:
C -2.002 1.328 4.277  -1.062
C -2.535 0.002 4.630  -0.809
O -1.774 -1.025 3.885  -0.088
S -2.154 -2.594 4.192  1.136
C -1.046 -3.172 3.013  -0.753
O -1.813 -2.647 5.621  -0.653
O -3.490 -2.766 3.742  -0.634
H -0.998 1.160 4.378  0.199
H -2.439 2.066 4.954  0.433
H -2.362 1.472 3.332  0.289
H -2.427 -0.296 5.613  0.563
H -3.549 -0.227 4.484  0.358
H -1.183 -2.921 1.913  0.118
H -0.889 -4.227 3.087  0.584
H -0.070 -2.788 3.180  0.255
C -3.078 5.233 -2.751  -1.366
C -1.951 5.719 -1.944  -0.121
O -0.854 4.898 -2.113  -0.229
S 0.572 5.413 -1.452  1.254
C 1.546 4.038 -0.914  -0.978
O 1.214 5.981 -2.576  -0.690
O 0.223 6.254 -0.407  -0.561
H -3.453 4.260 -2.394  0.148
H -2.733 5.171 -3.675  0.462
H -3.960 5.808 -2.546  0.419
H -1.821 6.813 -2.212  0.369
H -2.271 5.894 -0.872  0.263
H 1.879 3.416 -1.696  0.519
H 1.212 3.246 -0.267  -0.053
H 2.243 4.488 -0.369  0.548
C -3.458 -1.608 -5.762  -0.924
C -3.490 -0.270 -4.982  -0.849
O -2.157 0.272 -4.783  -0.187
S -2.182 1.746 -4.032  1.251
C -0.415 2.107 -4.079  -0.817
O -2.853 2.649 -4.978  -0.693
O -2.648 1.513 -2.696  -0.419
H -3.039 -2.332 -5.010  0.165
H -2.849 -1.539 -6.648  0.280
H -4.560 -1.935 -6.120  0.349
H -3.882 0.475 -5.456  0.822
H -3.956 -0.385 -4.069  0.258
H 0.022 2.274 -4.951  0.670
H 0.094 1.355 -3.752  -0.009
H -0.186 2.992 -3.756  0.297
C -7.487 -1.254 3.295  -1.444
C -6.238 -0.831 2.636  -0.243
O -6.132 -1.070 1.203  -0.331
S -4.950 -0.298 0.409  1.235
C -5.020 -0.898 -1.176  -0.709
O -5.346 1.148 0.245  -0.724
O -3.642 -0.644 0.890  -0.436
H -8.076 -2.050 3.026  0.453
H -8.277 -0.589 2.907  0.346
H -7.464 -1.137 4.402  0.289
H -6.138 0.022 2.968  0.758
H -5.247 -1.216 3.011  0.123
H -6.019 -0.831 -1.621  0.478
H -5.203 -2.025 -0.930  0.373
H -4.168 -0.640 -1.691  -0.192
C 3.490 -3.410 1.896  -1.328
C 3.728 -2.240 2.826  -0.006
O 3.515 -2.659 4.200  -0.425
S 3.683 -1.423 5.307  0.993
C 5.332 -0.784 5.287  -1.209
O 2.942 -0.291 4.768  -0.381
O 3.422 -2.046 6.624  -0.639
H 3.802 -3.286 0.849  0.212
H 2.527 -3.777 1.745  0.305
H 4.132 -4.219 2.271  0.442
H 4.724 -1.976 2.805  0.418
H 3.174 -1.366 2.734  0.357
H 5.996 -1.479 5.423  0.595
H 5.336 -0.031 6.213  0.274
H 5.766 -0.459 4.431  0.430
C 0.975 6.751 3.990  -1.027
C 1.054 5.360 3.383  -0.288
O 2.256 4.646 3.803  -0.372
S 2.087 3.058 3.758  1.422
C 3.742 2.606 3.669  -1.354
O 1.565 2.715 5.042  -0.648
O 1.486 2.876 2.476  -0.474
H 2.060 7.254 3.671  0.233
H 0.826 6.708 5.144  0.249
H 0.125 7.150 3.451  0.359
H 0.062 4.752 3.754  0.154
H 0.742 5.190 2.408  0.477
H 4.272 3.071 2.875  0.417
H 3.925 1.425 3.589  0.097
H 4.072 2.838 4.458  0.765
O 7.894 -3.549 -2.962  -0.577
C 6.793 -3.044 -3.159  0.555
O 6.512 -1.835 -2.784  -0.344
C 5.222 -1.481 -3.142  -0.012
C 4.786 -2.707 -4.014  0.019
O 5.829 -3.572 -3.943  -0.379
H 4.547 -1.672 -2.108  -0.042
H 5.159 -0.509 -3.443  0.425
H 4.322 -2.357 -4.881  0.309
H 4.098 -3.373 -3.529  0.051
O 2.476 -7.226 -0.347  -0.584
C 2.012 -6.181 -0.779  0.481
O 0.726 -5.954 -0.658  -0.325
C 0.469 -4.673 -1.193  -0.283
C 1.884 -4.000 -1.544  0.687
O 2.699 -5.073 -1.246  -0.397
H -0.030 -4.624 -2.237  0.113
H -0.201 -4.050 -0.687  0.416
H 1.926 -3.244 -0.809  -0.327
H 1.887 -3.517 -2.400  0.164
O 2.678 -0.918 -0.085  -0.462
C 1.617 -0.462 -0.035  0.392
O 1.154 0.069 1.027  -0.311
C -0.235 0.313 0.847  0.020
C -0.595 -0.005 -0.662  0.033
O 0.655 -0.642 -1.028  0.178
H -0.814 -0.286 1.561  -0.611
H -0.254 1.293 0.961  0.645
H -0.664 0.914 -1.215  -0.472
H -1.378 -0.600 -0.781  0.566
O -1.146 -2.319 -2.801  -0.646
C -0.544 -2.067 -3.869  0.466
O -0.650 -2.793 -4.865  -0.282
C 0.411 -2.507 -5.727  -0.672
C 0.835 -1.183 -5.244  -0.655
O 0.247 -1.040 -3.940  0.100
H 1.146 -3.058 -5.527  0.454
H 0.620 -2.643 -6.960  0.253
H 0.189 -0.434 -5.875  0.127
H 1.782 -0.985 -5.412  0.791

Cartesian forces (eV/Å) of the 6 atoms listed first:
-2.3 -0.6 1.9
0.3 -2.3 -0.4
-0.2 -0.2 -0.7
0.4 5.2 2.4
1.4 -0.9 -2.1
-0.4 -1.8 -2.4

***

# 3
Density functional theory data (ωB97M-V/def2-TZVPD) for C54H118N6O13Rb as an isolated structure at a distorted geometry.

Results
* frontier orbital gap: 0.286 Eh
* multiplicity: 1
* M: 1145.0 g mol⁻¹
* total charge: +3

Each line ends with the Mulliken charge.
Positions of all 192 atoms, in Å:
Rb 0.133 0.263 0.378  -0.191
C 4.222 2.799 1.744  -0.775
C 3.487 2.423 3.032  0.683
C 2.530 3.512 3.541  -1.080
N 1.493 3.090 4.719  0.547
C 0.389 2.117 4.271  -0.674
C -0.762 2.770 3.487  2.413
C -1.321 3.994 4.332  -1.156
C -0.215 5.079 4.531  -0.729
C 0.921 4.425 5.334  -0.644
C 2.292 2.395 5.859  -1.006
H 5.268 3.006 1.970  0.482
H 3.879 3.696 1.229  0.542
H 4.132 1.936 1.084  -0.474
H 4.271 2.243 3.767  0.350
H 3.023 1.438 2.974  -0.392
H 1.853 3.836 2.750  0.302
H 2.974 4.434 3.915  0.501
H 0.875 1.461 3.548  -0.234
H -0.063 1.487 5.037  0.341
H -0.448 3.010 2.472  0.263
H -1.609 2.153 3.189  -1.948
H -2.136 4.407 3.738  0.470
H -1.783 3.610 5.241  0.510
H 0.177 5.364 3.555  0.324
H -0.610 5.953 5.050  0.489
H 1.782 5.079 5.472  0.502
H 0.485 4.241 6.317  0.421
H 1.718 2.152 6.754  0.343
H 3.189 2.964 6.103  0.453
H 2.572 1.397 5.524  0.341
C -5.333 3.592 3.768  -1.648
C -4.491 2.655 4.664  0.670
C -4.919 1.176 4.306  -0.565
N -4.509 -0.005 5.264  0.316
C -2.930 -0.078 5.217  -1.763
C -2.252 -0.492 3.913  2.391
C -2.808 -1.785 3.461  -0.974
C -4.336 -1.716 3.261  0.075
C -4.995 -1.290 4.612  -1.485
C -5.043 0.183 6.718  -0.862
H -6.288 3.692 4.285  0.476
H -5.514 3.358 2.719  0.312
H -4.913 4.598 3.742  0.418
H -4.552 2.919 5.720  0.411
H -3.480 2.643 4.256  -0.644
H -4.588 0.881 3.311  -0.044
H -6.006 1.094 4.316  0.567
H -2.590 0.825 5.723  0.617
H -2.615 -0.868 5.899  0.526
H -2.447 0.272 3.160  -0.948
H -1.183 -0.576 4.109  -0.553
H -2.297 -2.038 2.532  0.338
H -2.532 -2.520 4.218  0.528
H -4.617 -1.041 2.453  0.168
H -4.864 -2.658 3.111  0.481
H -6.082 -1.318 4.537  0.513
H -4.839 -2.095 5.330  0.504
H -6.122 0.263 6.584  0.388
H -4.675 1.163 7.023  0.340
H -4.766 -0.646 7.369  0.327
C 4.771 2.581 -2.336  -1.498
C 3.862 1.951 -3.459  -0.131
C 4.222 0.450 -3.669  -0.141
N 3.851 -0.133 -5.020  0.654
C 4.259 -1.626 -5.158  0.139
C 3.623 -2.250 -6.308  -0.916
C 2.225 -2.050 -6.589  -0.522
C 1.914 -0.492 -6.603  -1.048
C 2.401 0.136 -5.322  -0.152
C 4.732 0.640 -6.061  -1.095
H 4.713 2.130 -1.346  0.047
H 4.529 3.624 -2.131  0.472
H 5.800 2.573 -2.695  0.484
H 3.847 2.659 -4.287  0.330
H 2.855 1.975 -3.044  -0.010
H 3.805 -0.216 -2.914  -0.471
H 5.288 0.274 -3.529  0.807
H 3.840 -2.192 -4.326  -0.250
H 5.340 -1.767 -5.132  0.516
H 3.823 -3.317 -6.206  0.403
H 4.192 -1.911 -7.174  0.368
H 1.590 -2.538 -5.850  0.186
H 2.150 -2.547 -7.556  0.409
H 0.840 -0.308 -6.626  0.304
H 2.407 0.103 -7.373  0.476
H 1.771 -0.182 -4.491  -0.210
H 2.353 1.225 -5.346  0.590
H 4.517 0.098 -6.982  0.640
H 5.793 0.452 -5.898  0.296
H 4.451 1.682 -6.214  0.333
C -7.866 -1.354 -3.088  -1.450
C -7.232 -2.020 -1.891  -0.455
C -6.260 -3.066 -2.256  -0.778
N -5.236 -3.584 -1.178  0.573
C -4.376 -4.701 -1.864  -0.567
C -3.137 -4.982 -1.079  -1.051
C -2.328 -3.747 -0.625  -0.244
C -3.114 -2.750 0.045  0.539
C -4.357 -2.388 -0.786  -1.557
C -5.935 -4.135 0.126  -1.006
H -7.145 -0.798 -3.688  0.285
H -8.580 -0.569 -2.837  0.408
H -8.416 -2.125 -3.627  0.389
H -7.989 -2.555 -1.318  0.368
H -6.921 -1.382 -1.063  0.398
H -5.648 -2.841 -3.130  0.431
H -6.851 -3.920 -2.586  0.670
H -4.158 -4.301 -2.854  0.370
H -4.830 -5.677 -2.037  0.373
H -2.348 -5.449 -1.669  0.555
H -3.342 -5.722 -0.306  0.406
H -1.968 -3.250 -1.526  -0.251
H -1.405 -3.930 -0.075  0.685
H -2.630 -1.778 0.142  0.260
H -3.480 -3.066 1.022  -0.386
H -4.076 -1.853 -1.693  0.334
H -4.905 -1.630 -0.226  0.553
H -6.360 -5.085 -0.196  0.317
H -6.621 -3.421 0.581  0.350
H -5.170 -4.552 0.781  0.486
C 6.366 -0.291 4.148  -1.249
C 6.326 -0.507 2.675  0.637
C 5.667 -1.891 2.217  -0.859
N 5.406 -1.985 0.702  0.558
C 4.594 -3.243 0.434  -0.942
C 4.577 -3.828 -1.066  -0.072
C 6.086 -3.971 -1.438  -0.943
C 6.948 -2.763 -1.241  -0.456
C 6.845 -2.174 0.191  -0.874
C 4.732 -0.821 -0.061  -0.166
H 6.545 -1.159 4.782  0.373
H 5.368 -0.075 4.531  0.160
H 7.123 0.454 4.392  0.379
H 7.253 -0.337 2.128  0.318
H 5.592 0.123 2.173  -0.359
H 4.627 -1.975 2.535  0.326
H 6.146 -2.808 2.561  0.539
H 4.951 -4.083 1.029  0.576
H 3.567 -3.009 0.715  0.459
H 4.229 -4.860 -1.111  0.523
H 3.965 -3.267 -1.772  -0.300
H 6.547 -4.807 -0.913  0.343
H 6.290 -4.213 -2.482  0.413
H 7.896 -3.244 -1.480  0.428
H 6.713 -2.018 -2.001  0.103
H 7.373 -2.899 0.811  0.489
H 7.484 -1.291 0.192  0.370
H 4.468 -1.251 -1.027  -0.429
H 5.463 -0.013 -0.100  0.431
H 3.857 -0.513 0.512  0.086
C -2.590 0.748 -2.901  -0.994
N -2.200 1.687 -4.076  0.785
C -2.409 3.040 -3.576  -0.860
C -0.706 1.451 -4.251  -1.158
C -3.058 1.284 -5.336  -0.503
C -2.638 1.808 -6.644  -0.935
O -1.478 1.238 -7.109  -0.422
H -2.268 -0.286 -3.020  0.066
H -3.648 0.880 -2.671  0.649
H -2.154 1.147 -1.986  0.097
H -3.463 3.183 -3.337  0.408
H -2.079 3.768 -4.317  0.347
H -1.898 3.237 -2.634  0.272
H -0.130 1.890 -3.436  0.459
H -0.271 2.061 -5.043  0.482
H -0.574 0.379 -4.395  0.255
H -4.129 1.428 -5.197  0.479
H -2.975 0.199 -5.286  0.308
H -2.650 2.896 -6.707  0.392
H -3.442 1.523 -7.323  0.493
H -1.271 1.485 -8.013  0.325
O -0.135 -1.439 -2.273  0.205
C 1.101 -1.816 -2.321  -0.041
O 1.368 -2.541 -3.254  -0.837
O 1.838 -1.487 -1.358  -0.049
H -0.402 -1.982 -3.018  0.139
O 1.693 5.169 -0.513  -0.519
C 1.035 4.049 -0.742  0.337
O 0.542 4.012 -1.884  -0.810
O 0.841 3.236 0.166  0.043
H 1.370 5.428 -1.379  0.334
O 2.420 -2.767 3.803  -0.479
C 1.604 -1.723 3.784  0.244
O 1.470 -1.122 2.794  -0.036
O 1.159 -1.385 4.837  -0.799
H 2.128 -2.830 4.715  0.294
O -3.725 3.724 1.174  -0.644
C -3.805 2.527 0.489  0.510
O -4.791 2.246 -0.199  -0.786
O -2.863 1.847 0.854  0.010
H -3.036 3.208 1.598  0.204

Cartesian forces (eV/Å) of the 6 atoms listed first:
0.2 0.3 0.2
0.0 0.1 -0.1
0.2 0.3 1.3
-1.9 -0.5 0.3
0.3 0.3 1.6
-0.4 -0.2 -2.0

***

# 4
Density functional theory data (ωB97M-V/def2-TZVPD) for C6H15N as an isolated structure at a distorted geometry.

Results
* frontier orbital gap (alpha / beta): 0.351 / 0.301 Eh
* <S²>: 0.76
* multiplicity: 2
* M: 101.2 g mol⁻¹
* total charge: +1

Each line ends with the Mulliken charge.
Positions of all 22 atoms, in Å:
C 4.309 0.922 1.555  -0.662
N 0.983 -0.534 0.074  -0.276
C -0.247 -0.407 -0.560  0.450
C -1.466 -0.111 0.342  0.611
C -2.246 1.118 -0.158  -1.272
C -2.218 -1.434 0.333  -1.585
C -0.324 -0.704 -2.027  -1.210
H 4.349 2.029 1.631  0.256
H 4.225 0.403 2.494  0.240
H 3.429 0.717 0.930  -0.065
H 5.227 0.634 1.020  0.254
H 0.629 0.487 -0.106  0.430
H -0.998 0.014 1.311  0.368
H -3.158 1.254 0.428  0.391
H -1.696 2.038 0.066  0.367
H -2.534 0.972 -1.199  0.387
H -2.699 -1.650 -0.625  0.399
H -3.128 -1.411 0.958  0.399
H -1.602 -2.232 0.724  0.417
H -0.604 -1.740 -2.199  0.359
H -0.900 -0.065 -2.691  0.362
H 0.669 -0.299 -2.299  0.383

Cartesian forces (eV/Å) of the 6 atoms listed first:
0.1 1.0 -1.1
-3.4 0.2 -1.6
-0.6 -2.5 0.9
0.8 -0.1 -0.4
0.1 -0.2 0.7
-1.5 -0.1 0.1